[1]
A cluster of 17 separate species, H34O17 in total, computed with wB97M-V/def2-TZVPD.

The geometry in XYZ format:
```
51
Properties=species:S:1:pos:R:3:forces:R:3
O -1.73746 -2.82694 4.11752 0.04 -0.14 0.20
H -2.42083 -2.21343 4.38742 -0.17 0.14 0.09
H -1.37974 -2.44938 3.31394 0.09 -0.03 -0.29
O -1.68727 -1.87732 -5.81025 0.06 -0.35 -0.04
H -1.80161 -1.07352 -6.31727 -0.05 0.19 -0.14
H -1.63303 -1.58207 -4.90134 -0.01 0.14 0.20
O 0.18314 0.99037 2.02480 -0.23 -0.18 -0.22
H 0.98231 1.51687 2.04369 0.30 0.16 0.28
H -0.35197 1.34075 2.73692 -0.27 -0.04 0.31
O -4.15287 -1.04351 -3.18898 -0.01 0.50 0.04
H -3.46528 -1.70007 -3.07764 0.12 -0.43 -0.10
H -4.96914 -1.52680 -3.06110 -0.20 -0.08 -0.01
O 1.13826 -0.40674 -0.29839 1.73 0.32 0.20
H 0.88431 0.08638 0.48172 -0.22 0.06 0.35
H 0.33661 -0.85253 -0.57202 -0.72 -0.28 -0.49
O -1.12219 -1.16731 -1.08270 -0.46 -0.49 -0.27
H -1.52690 -1.61474 -1.82583 0.07 -0.44 -0.26
H -1.74993 -0.48597 -0.84194 -0.39 0.59 0.45
O 2.36380 5.05251 -0.29852 0.44 0.05 -0.03
H 2.70770 5.63029 0.38275 0.18 0.26 0.09
H 1.61732 4.61569 0.11157 -0.35 0.02 -0.36
O -2.71283 1.62869 3.48471 0.36 -0.08 -0.16
H -2.61937 2.24167 4.21394 0.05 0.12 0.30
H -3.55152 1.85800 3.08443 -0.30 -0.06 -0.16
O 1.00151 2.14652 -1.89884 0.03 0.27 -0.39
H 0.81363 2.54247 -1.04787 -0.12 0.10 0.11
H 1.20147 1.23200 -1.69912 0.04 -0.50 0.17
O 5.17602 -1.69308 -2.15757 0.38 0.22 -0.48
H 4.68054 -1.72754 -1.33932 -0.07 -0.21 0.48
H 4.64322 -2.18582 -2.78170 -0.07 -0.10 -0.13
O -2.36978 -3.35103 -2.72837 0.07 0.24 0.10
H -1.98660 -4.03891 -3.27264 0.16 -0.10 -0.40
H -2.74492 -3.81720 -1.98124 -0.21 -0.05 0.30
O 0.06618 3.60636 0.39755 0.06 0.02 0.19
H -0.86526 3.79068 0.27643 -0.25 0.04 -0.28
H 0.27468 3.97724 1.25499 -0.05 -0.03 0.54
O 3.53173 -2.00619 0.06393 0.37 -0.17 0.16
H 3.13108 -2.41612 0.83052 0.03 -0.19 0.13
H 2.84889 -1.43445 -0.28688 -0.74 0.48 -0.07
O -0.93358 -4.05075 0.94213 -0.12 -0.12 0.28
H -1.21271 -4.35095 0.07715 0.01 -0.04 -0.16
H -0.28288 -3.37217 0.76222 0.17 0.25 -0.14
O -2.73492 0.68780 0.51542 -0.22 -0.21 -0.26
H -2.90891 1.60868 0.32063 -0.05 0.18 -0.19
H -2.15573 0.70892 1.27721 0.36 -0.03 0.32
O 3.13021 0.32530 3.24779 0.05 -0.28 0.44
H 2.98533 1.20839 2.90813 0.03 0.31 -0.16
H 3.00222 -0.24685 2.49114 0.06 -0.20 -0.21
O 2.60924 2.80454 1.90360 -0.47 0.03 0.35
H 2.28895 2.71750 1.00578 0.14 0.01 -0.63
H 3.47886 3.19377 1.81149 0.34 0.13 -0.06
```
Positions in Å, forces in eV/Å.

Results
Electronic energy = -35359.8917 eV
ΔE to the lowest compared entry with this formula, charge and spin = 48.88 kcal per mole
HOMO-LUMO gap = 9.6876 eV
Total charge = 0

---

[2]
A cluster of 17 separate species, H35O17 in total, computed with wB97M-V/def2-TZVPD.

The geometry in XYZ format:
```
52
Properties=species:S:1:pos:R:3:forces:R:3
O -2.41243 -2.14353 -0.99595 1.35 -0.21 -0.37
H -2.69336 -1.84313 -0.02874 -0.75 1.02 0.13
H -1.44711 -1.89235 -1.03739 0.26 -1.03 0.70
O -0.69677 -2.10298 -2.89198 0.95 0.16 -0.76
H 0.07254 -1.41645 0.71709 -1.08 -0.66 0.57
H -0.40149 -2.88650 -3.38419 -0.43 -0.15 0.45
O 0.36336 2.12987 0.11399 0.87 0.21 -0.22
H 0.60525 2.77311 -0.56782 -0.70 0.07 0.09
H 1.27725 1.83923 0.32686 -0.68 0.15 0.32
O 2.98599 2.01515 -0.25381 -0.10 -0.51 -1.52
H 2.79596 1.28610 -0.87836 0.32 0.52 0.17
H 1.41522 1.69686 -3.27844 -0.41 0.01 -0.30
O -2.83126 1.39712 1.71671 -0.02 0.15 0.36
H -2.79625 4.30682 -1.30143 -0.01 0.37 -0.28
O 2.44130 -2.31986 -0.62568 0.79 0.42 -0.35
H 2.92942 -3.03532 -1.04836 -0.11 -0.10 -0.07
H 2.02394 -1.82051 -1.33496 0.38 -0.06 -0.47
O 0.78001 -4.81634 -0.93597 -0.03 0.18 0.98
H 0.90010 -4.16272 -0.22475 0.10 0.27 -0.55
H 0.29663 -5.45386 -0.39861 -0.13 -0.56 -0.51
O -2.00951 3.86913 -1.62940 0.27 -0.77 0.41
H -2.09972 1.51725 2.34454 -0.32 -0.01 0.09
H -1.65577 4.35199 -2.37487 -0.28 0.36 -0.16
O 3.89860 1.95329 1.90057 1.29 0.36 1.22
H -0.61015 0.66643 -0.23257 0.18 0.82 0.21
H 4.30835 1.81576 2.76586 -0.29 -0.16 0.21
O 2.20936 -0.15041 2.00563 -0.12 0.54 -1.75
H 2.82958 0.42935 1.51487 0.37 -0.92 0.63
H 2.59629 -0.90348 2.45392 0.52 0.07 -0.28
O 0.98184 0.49936 3.90888 1.62 2.13 1.41
H 1.54485 0.91641 4.59678 -1.18 -0.66 0.72
H 1.57862 0.87452 3.22114 -1.06 -1.08 -0.66
O 0.12219 -2.35553 0.42387 0.11 1.78 -0.06
H -1.79728 0.40992 0.78116 0.91 0.27 -0.86
H 0.93297 -2.14560 -0.07781 -0.08 -1.49 0.27
O -2.40888 0.94919 -3.69529 0.02 -0.28 0.21
H -2.81475 1.05489 -2.83016 0.09 0.39 0.19
H -2.93271 0.24225 -4.08533 0.10 -0.01 -0.35
O -3.15815 -1.23341 1.21154 -0.29 -0.42 0.18
H -3.23707 -0.26044 1.31995 -0.42 -0.52 -0.10
H -2.64929 -1.58381 -1.74656 -1.06 0.15 0.06
O 0.83210 0.93782 -3.17859 0.51 -0.56 0.44
H -0.05767 1.15904 -3.46137 -0.30 0.38 -0.15
H -0.02769 -1.46220 -3.18214 -0.34 0.30 0.16
O -1.17758 -0.00877 0.14526 -0.26 -0.59 -0.19
H 3.16385 2.78997 -0.80533 -0.02 -0.16 0.04
H -2.52573 -1.44372 1.91554 0.02 -0.17 0.33
O -1.40341 -0.48016 3.28531 0.44 0.24 -0.58
H -1.13769 -0.39629 4.20301 -0.26 -0.13 0.41
H -0.54773 -0.23709 2.88359 -0.33 -0.25 0.00
H -2.97141 2.22447 1.25485 0.07 0.29 -0.07
H 4.61531 2.44917 1.47497 -0.48 -0.16 -0.37
```
Positions in Å, forces in eV/Å.

Results
Electronic energy = -35369.2917 eV
ΔE to the lowest compared entry with this formula, charge and spin = 69.92 kcal per mole
HOMO-LUMO gap = 10.5179 eV
Total charge = +1

---

[3]
A structure of composition H35O18, computed with wB97M-V/def2-TZVPD.

The geometry in XYZ format:
```
53
Properties=species:S:1:pos:R:3:forces:R:3
O -4.00991 -1.23004 -1.39847 -0.21 -0.20 -0.23
H 0.93463 -4.28847 3.64940 -0.37 0.31 -0.24
H -0.86143 1.47690 -4.39931 0.13 -0.18 0.06
O 0.72111 -3.85400 0.59953 0.63 -0.18 0.12
H -1.35802 -2.43094 2.54103 0.05 -0.03 0.22
O -2.41791 4.30918 -2.86016 -0.08 -0.40 -0.43
H -0.02572 1.35559 0.77120 0.72 0.78 0.02
H -1.97981 3.69041 -3.47779 -0.01 0.76 0.00
O 2.98710 3.97034 1.73383 0.15 0.66 0.68
H 1.98653 -0.66860 -1.76894 0.45 0.66 -0.05
H 3.51699 3.62862 1.01654 -0.23 -0.37 -0.33
O 5.12312 0.56220 -0.68444 -0.99 0.31 -0.74
H 5.91479 0.46381 -0.19251 1.03 -0.16 0.79
H -3.18705 -1.55468 -1.77846 0.20 0.13 0.21
O 0.70798 0.86994 2.68696 -0.36 -0.69 -0.01
H 1.09689 -2.78079 3.95211 -0.57 0.21 -0.21
H 1.20278 0.25518 2.10357 0.25 0.40 0.23
O 1.47935 -3.64058 4.09955 0.85 -0.44 0.48
H -0.68074 -1.68021 0.53518 -0.41 -0.06 0.48
H -3.20759 3.78547 -2.69846 -0.33 0.52 0.32
O -2.62300 1.81715 -1.17045 -0.87 -2.45 0.55
H -0.63751 -0.19578 3.35517 0.10 0.80 0.31
H 0.03962 -1.10547 -0.65566 0.22 -0.27 -0.30
O 2.42020 0.93818 0.74151 -0.50 0.80 0.53
H 3.26043 1.21933 1.09519 0.08 -0.28 0.23
H -3.05652 2.06004 -1.97464 0.25 1.13 0.07
O 0.82245 -4.40808 -3.03100 0.62 0.30 -0.03
H 1.40432 -3.63871 -3.08754 -0.47 0.37 0.09
H 2.49097 4.08362 -2.28690 -0.28 0.03 0.91
O -0.74885 -1.65582 -0.41479 -0.19 0.68 -0.36
H 1.23022 5.06945 -1.92275 0.40 -0.49 0.67
H -2.15874 2.34910 -0.51554 -0.29 1.28 -1.16
O -0.60352 1.79752 0.12933 0.23 -0.94 1.08
H -1.28594 1.11321 0.17486 -0.17 -0.12 -0.67
H 2.12548 3.55068 1.70936 0.10 -0.27 -0.47
O 1.80221 4.67664 -2.57986 -0.17 0.38 -1.58
H 0.81543 -2.91327 0.78216 0.35 0.04 -0.15
H 1.14537 1.68043 2.41760 0.11 0.15 0.06
O -1.17425 2.29364 -4.01269 0.09 0.10 0.04
H 4.39869 0.67352 -0.04920 -0.07 -0.30 -0.35
H -3.82366 -0.33142 -1.10967 0.26 0.09 0.03
O 1.68606 -0.67686 -0.86755 -1.07 -0.65 1.09
H 1.16228 -3.93011 -0.25193 -0.29 -0.10 -0.23
H 1.49057 -5.09201 -3.09113 -0.10 -0.66 0.00
O -5.26218 -1.92604 1.18461 -0.57 -0.41 0.18
H -0.71195 2.42216 -3.17249 0.19 -0.43 -0.03
H -4.61173 -1.30528 1.49708 0.40 0.25 0.08
O -1.22232 -3.37417 2.38892 0.01 -0.18 -0.16
H 1.97965 0.08271 -0.07352 1.24 -0.34 -1.65
H -0.71152 -3.50101 1.56972 -0.49 -0.19 0.27
O -1.10375 -0.92171 3.77826 -0.09 -1.00 -0.28
H -1.68832 -0.62445 4.47206 0.02 0.41 0.01
H -4.79329 -2.46653 0.54109 0.08 0.23 -0.16
```
Positions in Å, forces in eV/Å.

Results
Electronic energy = -37424.3614 eV
ΔE to the lowest compared entry with this formula, charge and spin = 35.40 kcal per mole
HOMO-LUMO gap = 9.1640 eV
Total charge = -1

---

[4]
A cluster of 18 separate species, H36O18 in total, computed with wB97M-V/def2-TZVPD.

The geometry in XYZ format:
```
54
Properties=species:S:1:pos:R:3:forces:R:3
O 3.73541 2.51314 2.57238 0.68 1.52 -0.57
H 4.27844 2.61666 1.78689 0.22 -2.17 -1.22
H 3.91904 3.46079 2.64666 -1.01 0.62 1.87
O -5.07124 0.13377 1.06203 -0.46 0.16 2.16
H -5.10553 0.06047 2.05327 -0.23 0.38 -1.40
H -4.45058 -0.56059 0.86070 0.68 -0.35 -0.54
O 3.49172 -3.88091 -1.23876 0.51 2.42 0.92
H 4.19776 -3.33217 -1.65169 -0.98 -0.98 0.05
H 3.38087 -4.70888 -1.64824 0.31 -1.49 -1.02
O -4.91987 2.02441 -1.29411 0.53 -0.26 -0.45
H -4.90653 2.86863 -1.73573 0.09 0.42 -0.47
H -5.45839 2.20002 -0.53437 -0.38 -0.20 0.92
O -0.21490 -1.88477 0.08627 -0.86 -0.42 2.37
H -0.55619 -2.34703 0.92850 0.86 1.04 -2.13
H 0.49750 -2.44676 -0.25279 -0.38 -0.34 -0.12
O -2.69557 4.88590 1.01147 1.13 -1.99 -0.49
H -2.22496 4.10967 0.61252 -1.14 0.65 -1.40
H -2.15186 4.66864 1.76793 -0.02 1.29 1.70
O -3.73878 -1.26338 -0.93650 0.34 -0.68 0.38
H -4.65286 -0.91295 -0.98035 0.62 -0.92 -0.20
H -3.66866 -2.24129 -0.78064 -0.95 1.47 -0.26
O -2.61197 -3.04651 -3.12231 1.09 1.04 1.05
H -1.80122 -2.88577 -3.61368 -0.09 -0.41 -0.88
H -2.39343 -2.39718 -2.41104 -1.00 -0.47 -0.33
O 3.65865 2.09301 -2.45963 -0.02 -3.06 -0.20
H 2.99563 2.67807 -2.18813 -1.03 1.67 0.46
H 4.47780 2.47979 -2.67333 1.06 1.25 -0.25
O 1.76405 -3.25041 2.26752 -0.13 2.05 -0.20
H 1.50222 -2.28716 2.19091 0.13 -1.58 0.18
H 2.71982 -3.14640 2.15016 -0.07 -0.40 0.01
O 0.69965 -3.57172 -1.78276 -0.60 -0.86 1.56
H 1.63537 -3.39303 -1.84003 0.57 0.33 -0.98
H 0.09799 -3.40016 -2.49620 0.53 0.32 -0.69
O -0.21838 5.20624 2.57987 0.15 -0.82 -1.77
H 0.73578 5.24161 2.56678 0.20 0.02 0.24
H -0.52599 5.62296 3.34970 -0.39 0.94 1.64
O -0.56649 0.52561 -2.52145 0.37 -0.18 -0.71
H -0.62256 -0.28853 -1.97067 -0.50 1.61 0.04
H -0.98615 1.37254 -2.18981 0.61 -2.05 0.38
O -1.38326 2.19651 -0.68227 0.73 0.73 0.53
H -0.85716 1.56124 -0.12977 -1.58 0.41 -0.69
H -2.33000 2.02358 -0.81555 0.31 -0.72 0.77
O 0.67503 2.47745 2.05233 -1.87 -2.87 1.61
H 0.30183 3.03793 1.41940 0.69 1.71 -1.08
H 1.50982 2.33626 2.46426 1.30 1.00 -0.72
O -0.97058 -4.44790 3.38615 -2.00 -1.83 -0.23
H -0.50581 -4.39510 2.57307 1.06 0.32 -0.76
H -0.68374 -3.81121 3.99203 1.04 1.47 0.99
O 3.24384 -1.11189 -2.21680 -1.59 1.05 -0.37
H 3.79465 -0.34221 -2.12776 1.27 0.49 0.23
H 2.44916 -0.55349 -2.43380 0.30 -1.34 0.13
O 3.62352 -0.62376 1.08273 3.31 -1.21 -0.75
H 2.72347 -0.67566 0.84476 -1.56 -0.21 -0.89
H 4.16366 -1.18810 0.41987 -1.85 1.42 1.54
```
Positions in Å, forces in eV/Å.

Results
Electronic energy = -37437.0147 eV
ΔE to the lowest compared entry with this formula, charge and spin = 126.75 kcal per mole
HOMO-LUMO gap = 10.4493 eV
Total charge = 0

---

[5]
A cluster of 18 separate species, H36O18 in total, computed with wB97M-V/def2-TZVPD.

The geometry in XYZ format:
```
54
Properties=species:S:1:pos:R:3:forces:R:3
O -0.75517 12.62397 15.60461 0.58 -0.30 -0.29
H -1.64129 12.98186 15.65878 -0.60 0.35 0.14
H -0.44022 12.62510 16.50851 0.02 0.02 0.17
O -10.51716 16.22558 11.16589 0.01 0.54 -0.07
H -10.09782 15.50793 11.64062 0.17 -0.47 0.48
H -10.15089 16.17563 10.28295 0.03 0.07 -0.31
O -7.73611 14.83359 16.56865 -0.29 -0.24 0.35
H -7.55885 14.19753 15.87566 -0.08 -0.14 -0.09
H -7.44256 15.67003 16.20750 0.02 0.34 -0.08
O -7.41830 12.66045 14.62740 -0.73 -0.06 -0.14
H -7.03455 13.04891 13.84122 0.70 0.57 -0.60
H -7.59258 11.75096 14.38514 0.04 -0.30 0.15
O -4.36102 16.48399 15.65691 0.76 0.08 0.27
H -5.28341 16.53114 15.40552 -0.82 -0.19 -0.30
H -4.01872 17.36003 15.47907 0.33 0.11 -0.13
O -8.60968 17.75518 13.07315 0.38 0.17 0.27
H -9.19591 17.28705 12.47866 -0.61 -0.36 -0.37
H -8.20236 18.42825 12.52790 0.06 0.23 -0.15
O -1.89361 17.32763 11.28978 -0.03 0.26 0.17
H -1.24771 17.43061 11.98866 0.29 0.07 0.19
H -1.46024 16.77130 10.64254 0.07 -0.36 -0.35
O -6.98060 17.06813 15.11502 0.85 0.04 0.60
H -7.51826 17.11822 14.32467 -0.76 0.02 -0.81
H -6.72070 17.97331 15.28623 -0.17 0.33 0.20
O -4.25371 16.42633 12.20942 -0.95 -0.23 0.35
H -4.65554 17.24695 12.49462 -0.10 0.15 0.05
H -3.33818 16.65195 12.04470 0.73 0.15 -0.52
O -3.25490 13.91894 16.22093 0.33 -0.36 -0.21
H -4.02552 13.40535 16.46302 -0.36 -0.37 0.34
H -3.60292 14.78107 15.99323 -0.05 0.54 -0.05
O -1.38992 13.74343 9.55732 0.46 0.41 -0.27
H -0.86438 12.94342 9.55268 0.13 -0.13 0.01
H -2.08926 13.56751 10.18678 -0.73 -0.24 0.25
O -5.43064 10.74540 10.21221 0.27 -0.01 -0.24
H -6.20343 10.58452 10.75363 -0.43 -0.13 0.34
H -5.70060 10.49583 9.32843 0.03 -0.06 -0.25
O -5.95514 12.19769 16.88308 0.60 -0.31 0.25
H -6.43788 12.54107 16.13122 -0.14 0.06 -0.28
H -6.63225 11.85805 17.46823 -0.03 0.08 0.30
O -5.60046 14.15169 12.80719 -0.73 -0.92 0.29
H -4.79740 14.35039 13.28869 0.27 0.36 0.28
H -5.68996 14.87133 12.18241 0.23 0.40 -0.15
O -9.92540 14.18492 12.95601 -0.04 0.10 -0.24
H -9.49501 13.59771 13.57745 0.37 -0.03 0.41
H -10.48426 13.61147 12.43154 -0.29 -0.20 -0.09
O -3.95321 12.98004 10.78545 0.78 0.58 -0.14
H -4.40255 13.24089 11.58936 -0.24 0.10 0.24
H -4.48629 12.26743 10.43296 -0.21 -0.56 -0.16
O -7.90762 10.00457 11.55641 0.09 0.18 0.02
H -8.68109 9.71374 11.07331 -0.18 -0.09 -0.23
H -8.14618 9.89906 12.47738 0.04 -0.13 0.23
O -5.13895 16.34790 18.44577 0.03 0.06 0.52
H -4.62071 16.60059 17.68170 0.18 -0.15 -0.39
H -5.96324 16.82389 18.34475 -0.27 -0.02 0.04
```
Positions in Å, forces in eV/Å.

Results
Electronic energy = -37440.9518 eV
ΔE to the lowest compared entry with this formula, charge and spin = 35.96 kcal per mole
HOMO-LUMO gap = 9.5663 eV
Total charge = 0